This record from the Open Molecules 2025 dataset describes 8 unconnected molecules or ions with the total composition C33H81F3O7Si in a non-equilibrium geometry. The level of theory is ωB97M-V with the def2-TZVPD basis set.

Structure (XYZ):
```
125
Properties=species:S:1:pos:R:3:mulliken_charge:R:1
C -0.356 -0.021 0.372 -0.72
C 0.739 0.281 -0.831 -0.12
Si 0.025 1.791 -1.828 0.48
C 1.390 2.999 -2.491 -0.28
C 2.429 3.508 -1.320 -0.08
C 4.009 3.180 -1.615 0.77
F 4.787 4.323 -1.006 -0.29
F 4.413 1.914 -0.940 -0.28
F 4.381 3.172 -3.056 -0.28
H 0.127 -0.267 1.410 0.22
H -1.002 -0.945 -0.008 0.09
H -1.082 0.896 0.520 0.25
H 0.775 -0.648 -1.580 -0.01
H 1.827 0.449 -0.426 0.28
H -0.832 1.311 -2.905 -0.17
H -0.771 2.573 -0.848 -0.31
H 1.910 2.508 -3.423 0.14
H 0.802 3.966 -2.869 0.23
H 2.354 4.692 -1.200 -0.34
H 2.059 3.073 -0.272 0.42
C 0.151 6.995 1.813 -1.17
C 0.410 6.722 0.340 -0.21
O -0.335 5.620 -0.173 -0.28
C -1.755 5.727 -0.103 -0.30
C -2.310 6.917 -0.867 -1.12
H 0.380 6.106 2.413 0.31
H 0.773 7.826 2.163 0.39
H -0.891 7.257 2.003 0.28
H 1.468 6.473 0.210 0.23
H 0.228 7.616 -0.264 0.31
H -2.081 5.741 0.942 0.30
H -2.160 4.808 -0.541 0.27
H -1.943 7.866 -0.468 0.28
H -3.403 6.929 -0.812 0.39
H -2.012 6.869 -1.920 0.30
C 6.022 8.407 -5.812 -1.02
C 5.777 8.711 -4.343 -0.31
O 4.579 8.130 -3.834 -0.44
C 4.489 6.708 -3.893 -0.26
C 5.586 6.000 -3.117 -0.75
H 5.177 8.752 -6.420 0.28
H 6.933 8.905 -6.159 0.38
H 6.138 7.336 -5.993 0.26
H 5.677 9.794 -4.221 0.34
H 6.633 8.411 -3.730 0.30
H 4.465 6.375 -4.936 0.27
H 3.520 6.438 -3.460 0.21
H 6.579 6.228 -3.511 0.33
H 5.447 4.915 -3.165 0.18
H 5.572 6.308 -2.066 0.22
C 1.274 -5.017 -0.253 -1.09
C 0.038 -4.799 0.604 -0.02
O -0.920 -3.927 0.008 -0.41
C -1.458 -4.338 -1.247 -0.21
C -2.182 -5.672 -1.185 -1.10
H 1.761 -4.059 -0.474 0.26
H 1.989 -5.664 0.266 0.39
H 1.032 -5.487 -1.207 0.28
H 0.342 -4.333 1.546 0.14
H -0.432 -5.751 0.869 0.26
H -0.672 -4.349 -2.009 0.27
H -2.171 -3.564 -1.550 0.27
H -1.515 -6.487 -0.893 0.35
H -2.606 -5.920 -2.163 0.33
H -2.993 -5.634 -0.451 0.28
C 0.168 -6.766 5.435 -1.05
C 0.591 -5.645 4.499 -0.23
O -0.400 -4.632 4.341 -0.38
C -0.794 -3.940 5.524 -0.38
C 0.351 -3.214 6.209 -1.02
H -0.758 -7.232 5.080 0.31
H 0.949 -7.531 5.492 0.39
H -0.017 -6.403 6.448 0.18
H 0.769 -6.067 3.505 0.28
H 1.538 -5.200 4.818 0.31
H -1.295 -4.628 6.213 0.30
H -1.546 -3.205 5.220 0.33
H 1.132 -3.902 6.541 0.25
H -0.013 -2.671 7.086 0.39
H 0.816 -2.499 5.522 0.33
C -2.283 -2.209 12.721 -1.01
C -2.225 -1.771 11.266 -0.32
O -0.944 -1.953 10.669 -0.43
C -0.446 -3.288 10.630 -0.42
C -1.338 -4.243 9.855 -1.02
H -1.538 -1.665 13.314 0.28
H -3.277 -2.015 13.138 0.38
H -2.077 -3.275 12.834 0.26
H -2.447 -0.701 11.213 0.33
H -2.994 -2.274 10.672 0.29
H -0.264 -3.653 11.646 0.35
H 0.533 -3.243 10.139 0.34
H -2.329 -4.333 10.305 0.31
H -0.890 -5.242 9.824 0.40
H -1.476 -3.890 8.827 0.24
C -6.445 -3.049 -2.376 -0.99
C -6.387 -2.612 -3.831 -0.30
O -5.106 -2.793 -4.428 -0.44
C -4.608 -4.129 -4.467 0.02
C -5.500 -5.084 -5.242 -1.14
H -5.700 -2.506 -1.783 0.26
H -7.439 -2.856 -1.959 0.38
H -6.239 -4.115 -2.263 0.25
H -6.609 -1.541 -3.884 0.33
H -7.156 -3.114 -4.425 0.30
H -4.426 -4.493 -3.451 0.01
H -3.629 -4.083 -4.958 0.35
H -6.491 -5.174 -4.792 0.27
H -5.052 -6.082 -5.273 0.41
H -5.638 -4.730 -6.269 0.29
C 1.871 0.912 -7.982 -1.25
C 1.627 1.217 -6.512 -0.17
O 0.429 0.635 -6.003 -0.43
C 0.339 -0.787 -6.063 -0.31
C 1.436 -1.495 -5.287 -0.87
H 1.027 1.258 -8.590 0.31
H 2.783 1.410 -8.329 0.41
H 1.988 -0.158 -8.163 0.28
H 1.526 2.300 -6.391 0.38
H 2.483 0.917 -5.900 0.27
H 0.314 -1.119 -7.106 0.32
H -0.630 -1.057 -5.630 0.30
H 2.429 -1.266 -5.681 0.30
H 1.297 -2.579 -5.335 0.40
H 1.422 -1.186 -4.236 0.10
```

* E: -2421.4551 hartree

This record from the Open Molecules 2025 dataset describes 7 unconnected molecules or ions with the total composition C33H81N3O19P4 in a non-equilibrium geometry. The level of theory is ωB97M-V with the def2-TZVPD basis set.

Structure (XYZ):
```
140
Properties=species:S:1:pos:R:3:mulliken_charge:R:1
C 0.312 11.272 10.861 -0.10
O -0.748 11.763 10.519 -0.52
N 0.636 10.968 12.142 0.23
C 1.843 10.169 12.397 -0.93
C -0.088 11.466 13.280 -0.45
H 1.068 10.962 10.121 0.31
H 2.059 10.139 13.460 0.01
H 2.635 10.565 11.760 0.45
H 1.654 9.150 12.048 0.40
H 0.558 12.032 13.960 0.31
H -0.768 12.255 12.964 -0.14
H -0.588 10.670 13.828 0.31
C -2.954 10.342 17.308 0.40
O -4.031 9.770 17.417 -0.76
N -2.817 11.547 16.731 0.45
C -1.539 12.224 16.658 -0.31
C -3.877 12.225 16.031 -0.75
H -2.001 9.960 17.702 0.12
H -1.301 12.458 15.617 0.08
H -0.732 11.623 17.073 -0.03
H -1.585 13.189 17.169 0.02
H -4.820 11.686 16.141 0.26
H -4.043 13.210 16.480 0.03
H -3.847 12.367 14.947 0.23
C -3.206 6.954 16.478 0.08
O -2.181 6.299 16.439 -0.68
N -4.320 6.732 15.736 0.17
C -5.496 7.483 16.085 -0.78
C -4.448 5.667 14.759 -0.98
H -3.384 7.775 17.184 0.40
H -5.970 7.119 17.008 0.31
H -6.324 7.369 15.384 0.34
H -5.330 8.549 16.246 0.19
H -4.989 5.874 13.840 0.33
H -3.434 5.358 14.500 0.30
H -4.892 4.799 15.256 0.35
C 1.345 18.805 21.662 -1.16
C 1.610 17.454 20.991 -0.32
O 0.410 16.856 20.467 -0.24
P 0.168 16.975 18.886 0.80
O -0.122 18.317 18.369 -0.83
O 1.473 16.233 18.266 -0.42
C 1.650 14.826 18.560 -0.56
C 1.244 14.116 17.280 0.62
O -0.993 15.886 18.727 0.10
C -2.370 16.281 18.799 0.21
C -2.857 16.166 20.237 -1.41
H 0.705 19.356 20.973 0.29
H 0.780 18.622 22.576 0.30
H 2.286 19.296 21.895 0.35
H 2.298 17.586 20.154 0.38
H 2.092 16.789 21.707 0.35
H 2.716 14.671 18.727 0.40
H 1.036 14.525 19.407 0.33
H 1.517 13.062 17.231 -0.10
H 0.159 14.184 17.190 -0.78
H 1.562 14.626 16.371 0.44
H -2.615 17.294 18.475 0.34
H -2.865 15.588 18.122 -0.08
H -3.935 16.352 20.265 0.43
H -2.624 15.177 20.632 0.32
H -2.472 16.903 20.942 0.33
C -4.458 12.388 11.095 -1.48
C -3.245 12.793 11.931 -0.27
O -3.601 13.852 12.843 0.22
P -3.847 15.375 12.359 0.51
O -3.205 15.742 11.098 -0.84
O -5.456 15.474 12.356 -0.47
C -6.117 15.393 13.618 0.89
C -6.619 16.789 14.006 -1.17
O -3.464 16.275 13.642 -0.08
C -2.114 16.439 14.072 -0.62
C -2.121 16.299 15.577 -0.36
H -5.378 12.214 11.657 0.30
H -4.657 13.156 10.347 0.33
H -4.309 11.425 10.601 0.43
H -2.871 11.978 12.540 0.17
H -2.486 13.203 11.272 0.60
H -6.955 14.702 13.542 0.15
H -5.527 15.001 14.451 -0.31
H -7.122 17.243 13.150 0.18
H -7.287 16.755 14.866 0.25
H -5.788 17.462 14.222 0.42
H -1.446 15.651 13.707 0.33
H -1.758 17.414 13.743 0.32
H -2.766 17.070 16.005 0.32
H -2.484 15.343 15.952 -0.12
H -1.107 16.467 15.950 0.26
C -12.733 12.945 16.540 -1.38
C -11.220 12.955 16.412 -0.09
O -10.893 13.815 15.312 -0.28
P -9.425 13.826 14.667 0.69
O -8.901 12.540 14.171 -0.75
O -8.492 14.512 15.773 -0.01
C -7.823 13.796 16.827 -0.26
C -6.846 14.730 17.507 -1.01
O -9.507 14.964 13.532 -0.27
C -10.334 16.128 13.778 -0.10
C -10.327 17.043 12.570 -1.24
H -13.038 12.187 17.265 0.41
H -13.066 13.907 16.928 0.31
H -13.221 12.668 15.609 0.35
H -10.747 13.217 17.360 0.21
H -10.843 11.960 16.158 0.37
H -8.597 13.417 17.496 0.27
H -7.317 12.932 16.390 0.35
H -6.182 15.175 16.766 0.05
H -7.396 15.512 18.030 0.37
H -6.257 14.139 18.209 0.42
H -11.321 15.799 14.111 0.45
H -10.060 16.659 14.696 0.22
H -10.787 17.989 12.868 0.39
H -9.349 17.347 12.203 0.27
H -10.922 16.623 11.761 0.32
C 4.646 10.706 15.412 -1.15
C 3.489 11.208 16.325 0.26
O 2.984 10.179 17.157 -0.53
P 1.804 9.249 16.610 0.43
O 0.685 9.948 15.965 0.26
O 2.639 8.266 15.671 -0.17
C 2.075 7.228 14.857 -0.06
C 3.106 6.888 13.797 -1.26
O 1.438 8.386 17.907 -0.42
C 0.196 7.670 17.939 0.83
C -0.061 7.098 19.319 -1.46
H 5.554 11.291 15.542 0.38
H 4.860 9.665 15.648 0.28
H 4.354 10.712 14.362 0.22
H 3.876 12.027 16.929 0.47
H 2.718 11.678 15.712 -0.22
H 1.851 6.385 15.514 0.30
H 1.146 7.613 14.425 0.28
H 2.861 5.951 13.297 0.39
H 3.122 7.684 13.056 0.22
H 4.080 6.766 14.268 0.32
H -0.623 8.357 17.719 -0.47
H 0.260 6.862 17.211 0.23
H 0.173 7.755 20.155 0.37
H -1.130 6.877 19.318 0.36
H 0.478 6.162 19.471 0.38
```

* energy above the lowest of the compared OMol25 structures with the same formula, charge and spin: 0.0 kJ/mol
* E: -4265.6369 hartree